Entry 1:
This record from the Open Molecules 2025 dataset describes a 6-piece molecular cluster, C25H60O10S overall. The level of theory is ωB97M-V/def2-TZVPD.

Atoms and positions in Å:
C  6.94662  1.28143  4.24860
C  6.65579  2.20055  3.05990
C  5.19388  2.60654  3.05362
O  4.45239  1.49131  2.54937
C  3.08363  1.66208  2.28327
C  2.26946  0.65449  3.09075
O  1.33756  1.38769  3.90250
S  1.84898  2.87745  4.02149
O  0.85760  3.86774  4.15146
O  2.72514  2.87234  5.13465
O  2.53693  2.93619  2.59005
H  6.01963  0.84202  4.58565
H  7.62786  0.48444  3.99644
H  7.31931  1.86848  5.07337
H  6.87476  1.70669  2.12424
H  7.22381  3.11659  3.13732
H  4.92052  2.82523  4.07440
H  5.06934  3.48924  2.43893
H  2.98106  1.53826  1.21395
H  2.94075  0.02891  3.65574
H  1.65765  -0.01540  2.50782
C  -1.59835  -2.98713  -0.05757
C  -1.16637  -3.75435  1.17952
O  -0.35294  -2.99940  2.06451
C  -0.93637  -1.82350  2.59063
C  -2.19905  -2.06015  3.40031
H  -0.72732  -2.62526  -0.60555
H  -2.18251  -3.63030  -0.71544
H  -2.21358  -2.12098  0.18698
H  -0.56465  -4.61184  0.87797
H  -2.03513  -4.15815  1.71025
H  -1.12057  -1.09875  1.78789
H  -0.17533  -1.38645  3.23941
H  -2.99779  -2.48989  2.79561
H  -2.56198  -1.11808  3.81198
H  -1.99921  -2.74652  4.22381
C  -1.45186  0.68550  -3.80563
C  -2.70839  -0.06096  -3.39328
O  -2.92026  -0.10401  -1.99216
C  -3.06261  1.14415  -1.34207
C  -4.22926  1.97754  -1.84435
H  -0.57343  0.24067  -3.33542
H  -1.33266  0.64195  -4.88837
H  -1.48589  1.73698  -3.51572
H  -2.62710  -1.09993  -3.71126
H  -3.58786  0.35071  -3.89914
H  -2.12841  1.71501  -1.40049
H  -3.21722  0.90480  -0.28940
H  -4.11619  2.25070  -2.89393
H  -4.30681  2.89911  -1.26690
H  -5.16337  1.42380  -1.74362
C  1.99491  7.12049  4.24609
C  1.39746  8.06927  5.26958
O  1.51222  9.44099  4.93000
C  0.89060  9.83747  3.72326
C  -0.60852  9.59200  3.68552
H  3.04935  7.35158  4.08487
H  1.90519  6.09139  4.59095
H  1.49023  7.18715  3.28094
H  1.92708  7.96051  6.21572
H  0.35101  7.81091  5.46621
H  1.38002  9.36052  2.86610
H  1.08416  10.90683  3.63787
H  -0.85261  8.53185  3.75880
H  -1.02543  9.96557  2.74971
H  -1.09885  10.10433  4.51415
C  1.83878  -7.31107  0.02589
C  0.76479  -7.59446  1.06279
O  -0.54227  -7.68118  0.52388
C  -0.74975  -8.69055  -0.44643
C  -0.48186  -10.09928  0.05532
H  1.61841  -6.38503  -0.50658
H  2.81036  -7.21314  0.51032
H  1.91613  -8.10894  -0.71383
H  0.73612  -6.77286  1.77879
H  1.00504  -8.49934  1.63210
H  -0.15964  -8.48311  -1.34646
H  -1.79750  -8.60229  -0.73286
H  0.55929  -10.24060  0.34709
H  -0.70920  -10.82416  -0.72662
H  -1.10328  -10.31827  0.92430
C  -1.37490  -2.18604  -8.28385
C  -2.59270  -2.08673  -7.38096
O  -2.95263  -0.76077  -7.04039
C  -3.28326  0.09648  -8.11775
C  -4.46053  -0.38001  -8.95106
H  -0.51608  -1.69991  -7.81980
H  -1.12829  -3.23214  -8.46561
H  -1.54230  -1.71234  -9.25192
H  -2.37935  -2.58015  -6.43255
H  -3.44536  -2.61360  -7.82381
H  -2.40630  0.26928  -8.75189
H  -3.53013  1.05344  -7.65810
H  -4.25865  -1.33349  -9.44017
H  -4.68846  0.35021  -9.72768
H  -5.34348  -0.50839  -8.32402

- charge = 0
- E_tot (hartree) = -2138.973676
- energy relative to the best compared isomer or geometry (same formula, charge and spin) (kcal/mol) = 0.0
- multiplicity = 1
- structure (SMILES) = CCCO[C@H]1COS(=O)(=O)O1.CCOCC.CCOCC.CCOCC.CCOCC.CCOCC
- F_max (eV/A) = 2.30



Entry 2:
This record from the Open Molecules 2025 dataset describes C18H20MnN8S as an isolated structure. The level of theory is ωB97M-V/def2-TZVPD.

Atoms and positions in Å:
Mn  0.01328  0.25488  -0.68989
C  4.23790  -0.11179  -1.04563
C  4.63550  -0.17817  0.28068
C  3.67364  -0.17940  1.28840
C  2.34704  -0.08128  0.94208
N  1.96743  0.00824  -0.35961
C  2.88951  -0.01915  -1.33163
C  1.20586  -0.07018  1.87893
C  1.23909  -0.07813  3.25692
C  0.03053  -0.06651  3.94875
C  -1.18232  -0.05823  3.26599
C  -1.15952  -0.04927  1.88660
N  0.02093  -0.05045  1.24046
C  -2.30930  -0.04171  0.95845
C  -3.62848  -0.17984  1.31287
C  -4.60075  -0.16693  0.31245
C  -4.21953  -0.03731  -1.01213
C  -2.87469  0.08479  -1.30828
N  -1.94335  0.08814  -0.34527
H  4.95740  -0.12668  -1.85263
H  5.68652  -0.22899  0.53467
H  3.96557  -0.25922  2.32669
H  2.53405  0.03393  -2.35338
H  2.17838  -0.08953  3.79192
H  0.03460  -0.06041  5.03135
H  -2.11836  -0.05396  3.80688
H  -3.90804  -0.31296  2.34919
H  -5.64701  -0.26133  0.57353
H  -4.94634  -0.03352  -1.81246
H  -2.53216  0.18271  -2.33064
N  -1.11203  5.16432  -0.63942
N  -0.42868  4.11113  -1.10158
N  0.62481  4.28170  -1.88158
C  1.03062  3.04185  -2.06718
N  0.24480  2.16956  -1.42228
N  -0.70677  2.89558  -0.78800
H  -0.93069  6.03028  -1.12518
H  -1.99927  4.96964  -0.20576
H  1.89633  2.78904  -2.65787
C  0.28501  -3.79842  -2.80078
S  -0.12459  -2.57593  -1.53270
C  -0.09602  -3.56240  -0.02281
H  1.26167  -4.23345  -2.60507
H  0.28326  -3.30150  -3.76755
H  -0.48217  -4.56884  -2.78102
H  -0.85636  -4.33805  -0.08539
H  -0.31764  -2.91041  0.82144
H  0.88038  -4.02185  0.11749

- charge = +3
- E_tot (hartree) = -2684.178334
- <S²> = 6.072
- multiplicity = 5
- F_max (eV/A) = 1.08



Q: Look up the F_max of the first one.
A: 2.30 eV/A



Q: What is the formula in the first record?
A: C25H60O10S